(1)
# C27H45BrIrN2O6SSeSi3Te

A molecular structure, C27H45BrIrN2O6SSeSi3Te (wB97M-V/def2-TZVPD, OMol25).

Positions of all 88 atoms, in Å:
Ir 1.024 -1.098 -0.026
O -2.057 0.322 -2.878
C -3.122 0.179 -2.054
C -4.312 0.792 -2.431
C -5.425 0.715 -1.611
C -5.361 0.027 -0.409
C -4.179 -0.606 -0.050
C -3.055 -0.558 -0.862
C -1.754 -1.264 -0.568
O -0.708 -0.337 -0.666
N -1.719 -1.877 0.749
N -0.531 -2.479 0.977
C -0.351 -3.180 2.030
C 0.941 -3.776 2.338
Br 2.328 -3.477 1.070
C 1.238 -4.488 3.436
C 0.300 -5.165 4.342
C 0.727 -5.465 5.638
C -0.110 -6.112 6.530
C -1.384 -6.494 6.134
C -1.808 -6.236 4.838
C -0.976 -5.577 3.948
H -1.253 0.019 -2.409
H -4.340 1.324 -3.373
H -6.342 1.207 -1.909
H -6.223 -0.022 0.244
H -4.154 -1.143 0.890
H -1.604 -2.050 -1.326
H -2.541 -2.315 1.135
H -1.143 -3.311 2.764
H 2.286 -4.587 3.693
H 1.724 -5.173 5.946
H 0.232 -6.319 7.536
H -2.037 -7.009 6.826
H -2.786 -6.567 4.511
H -1.301 -5.431 2.926
O 1.967 -0.503 2.294
S 1.345 0.801 2.158
O 1.634 1.783 3.155
O -0.097 0.663 1.839
O 1.887 1.412 0.722
C 4.327 -1.952 -1.616
Si 3.070 -2.552 -2.869
C 3.110 -4.421 -3.027
C 3.375 -1.762 -4.544
Se 0.942 -1.962 -2.288
H 5.344 -2.197 -1.934
H 4.169 -2.416 -0.644
H 4.259 -0.870 -1.486
H 4.012 -4.786 -3.524
H 2.243 -4.759 -3.597
H 3.052 -4.879 -2.038
H 4.277 -2.147 -5.028
H 3.472 -0.680 -4.440
H 2.526 -1.958 -5.202
C 3.276 1.783 -2.169
Si 2.449 3.456 -2.215
C 3.691 4.820 -2.520
C 1.136 3.459 -3.552
C 1.556 3.795 -0.582
Te 0.211 2.234 -0.063
C -0.645 3.465 1.409
Si -2.102 4.462 0.697
C -1.563 5.629 -0.667
C -3.328 3.241 0.000
C -2.816 5.440 2.118
H 3.907 1.663 -3.054
H 2.545 0.967 -2.176
H 3.897 1.655 -1.280
H 4.119 4.727 -3.520
H 4.512 4.777 -1.801
H 3.230 5.807 -2.446
H 1.574 3.244 -4.528
H 0.625 4.423 -3.620
H 0.376 2.691 -3.374
H 0.980 4.720 -0.659
H 2.234 3.846 0.271
H 0.155 4.083 1.815
H -1.040 2.800 2.176
H -1.152 5.106 -1.535
H -0.827 6.361 -0.330
H -2.442 6.177 -1.016
H -3.026 2.884 -0.989
H -4.310 3.704 -0.116
H -3.448 2.357 0.631
H -2.068 6.097 2.566
H -3.197 4.781 2.900
H -3.643 6.062 1.770

Forces on atoms 1 to 3 (eV/Å):
Ir -0.55 -2.15 -0.76
O -0.04 0.00 -0.02
C 0.05 -0.01 -0.03

Summary:
Gap between HOMO and LUMO (spin up / spin down) (eV): 6.42 / 6.36
Spin multiplicity: 2
<S²>: 0.76
ΔE to the lowest compared entry with this formula, charge and spin (kJ/mol): 191.0

=====

(2)
# C3H4N4O

A single C3H4N4O molecule (wB97M-V/def2-TZVPD, OMol25).

Positions of all 12 atoms, in Å:
H -2.118 -0.265 -1.646
N -1.121 -0.495 -1.419
C -0.582 0.047 -0.395
N -1.019 1.135 0.418
C -0.018 1.299 1.392
N 1.003 0.509 1.355
C 0.736 -0.237 0.201
N 1.587 -1.090 -0.090
O 1.340 -1.836 -1.160
H -1.939 1.133 0.671
H -0.003 2.180 1.992
H 2.134 -2.379 -1.318

Forces on atoms 1 to 3 (eV/Å):
H 1.29 0.35 0.54
N -0.45 -0.14 0.79
C -1.02 0.64 -0.98

Summary:
Gap between HOMO and LUMO (eV): 9.15
Spin multiplicity: 1
ΔE to the lowest compared entry with this formula, charge and spin (kJ/mol): 282.8
Structure (SMILES): [H]/N=C1\NC=N\C1=N\O

=====

(3)
# C17H18BN7O4Ti

A molecular structure, C17H18BN7O4Ti (wB97M-V/def2-TZVPD, OMol25).

Positions of all 48 atoms, in Å:
H 0.181 3.535 -0.238
N 0.190 1.927 -1.602
B -0.208 0.490 -3.699
N 0.168 1.826 -3.002
C 0.251 3.055 -3.515
Ti -0.098 0.220 -0.763
H 0.255 3.159 -4.592
C 0.331 3.990 -2.469
H 0.447 5.058 -2.552
C 0.239 3.257 -1.282
H -0.243 0.581 -4.898
C -2.575 -2.236 1.102
H -1.858 -2.530 1.899
H -2.265 -1.268 0.611
H -2.543 -3.123 0.419
N -1.622 0.112 -3.208
N 0.752 -0.634 -3.257
N -1.948 -0.002 -1.853
N 0.943 -0.911 -1.907
C -2.702 -0.085 -3.976
C 1.384 -1.562 -3.982
H -2.606 -0.071 -5.049
H 1.326 -1.534 -5.057
C -3.769 -0.371 -3.142
C 2.039 -2.450 -3.119
C -3.266 -0.355 -1.843
C 1.716 -2.049 -1.822
H -4.760 -0.612 -3.472
H 2.638 -3.290 -3.412
H -3.783 -0.601 -0.927
H 1.950 -2.531 -0.888
H -3.586 -2.076 1.509
O -0.944 1.044 1.660
C 0.125 0.455 1.875
O 0.783 -0.136 0.891
C 0.814 0.323 3.200
C 2.192 0.074 3.230
C 2.817 -0.212 4.431
C 2.038 -0.209 5.598
C 0.668 0.098 5.585
C 0.079 0.412 4.382
N 2.686 -0.408 6.828
O 3.921 -0.596 6.822
O 2.001 -0.382 7.872
H 2.775 0.144 2.307
H 3.891 -0.394 4.478
H 0.122 0.119 6.519
H -0.948 0.750 4.308

Forces on atoms 1 to 3 (eV/Å):
H 0.18 0.23 -0.15
N -0.19 0.23 -0.99
B -0.60 -0.02 -0.44

Summary:
Gap between HOMO and LUMO (spin up / spin down) (eV): 5.55 / 5.55
Spin multiplicity: 1
Charge: +2

=====

Electronic energy in hartree, matching the order above: -8231.22481, -410.89558, -2216.63329